[1]
Below is a structure of composition C43H44ClMoN4O5Si in a non-equilibrium geometry, with properties calculated with the ωB97M-V functional and the def2-TZVPD basis.

The geometry in XYZ format:
```
99
Properties=species:S:1:pos:R:3:forces:R:3:mulliken_charge:R:1
Mo -0.64911 -0.28112 0.41612 -2.278 -0.775 0.062 0.00
C -3.25794 2.51463 -2.77744 -0.496 -0.169 0.440 -0.64
C -1.77246 2.44445 -2.94119 -0.022 -0.352 -0.416 0.64
C -1.20209 2.49938 -4.21844 0.953 0.154 0.061 -0.79
C 0.19648 2.47604 -4.32055 -0.616 0.124 0.216 -1.02
C 0.93584 2.48901 -3.14612 0.559 -0.801 0.068 -0.96
C 0.29346 2.32314 -1.91097 -1.233 0.262 -2.282 1.35
N -1.04861 2.27276 -1.83588 0.541 0.212 0.559 0.09
C 1.10925 2.23048 -0.72832 0.045 -0.303 1.347 -0.38
C 2.31057 2.95304 -0.73891 -0.042 0.222 0.148 -0.94
C 3.14622 2.92148 0.36388 0.204 -0.443 -0.063 -1.50
C 2.70176 2.19482 1.45756 -0.331 0.745 0.090 -1.01
C 1.49298 1.49180 1.42762 0.703 1.148 -1.923 -0.02
N 0.67053 1.48537 0.32992 1.587 0.593 0.441 1.74
C 1.10345 0.83210 2.63020 -0.395 -1.471 0.978 1.11
C 1.99952 0.89933 3.70412 0.172 -0.498 0.556 -0.65
C 1.58996 0.49453 4.96295 -1.327 -0.391 0.153 -1.04
C 0.25673 0.01757 5.06430 0.680 0.356 -0.330 -0.82
C -0.55541 -0.12044 3.91894 0.946 -0.798 -0.090 0.57
C -1.91295 -0.69627 4.09814 -0.414 -1.174 -0.228 -1.20
N -0.09438 0.15527 2.65337 0.636 1.353 0.773 1.42
H -3.61057 3.55606 -2.81452 0.142 -0.213 0.059 0.38
H -3.78355 1.97649 -3.57656 0.145 0.050 0.200 0.37
H -3.53574 2.09231 -1.79114 0.085 0.238 -0.735 -0.40
H -1.81854 2.58653 -5.10947 0.019 -0.126 0.215 0.45
H 0.70375 2.42658 -5.28505 -0.209 0.216 0.244 0.41
H 2.03161 2.44472 -3.17260 -0.611 0.000 -0.200 0.43
H 2.50488 3.59426 -1.60423 0.097 -0.386 0.490 0.71
H 4.14628 3.38716 0.41139 -0.861 0.027 -0.184 0.43
H 3.18791 2.35215 2.41848 0.163 -0.192 -0.813 0.61
H 3.04901 1.18156 3.53463 -0.922 -0.222 0.425 0.01
H 2.24377 0.57203 5.85037 -0.414 -0.196 -0.690 0.45
H -0.15244 -0.31966 6.02454 0.162 0.293 -0.464 0.52
H -2.62214 0.05567 4.41999 -0.091 0.218 0.064 0.32
H -2.27663 -1.12223 3.15879 -0.037 0.235 0.003 -0.28
H -1.95738 -1.53009 4.83472 0.298 0.683 -0.327 0.48
C -4.27828 3.14148 0.43148 0.153 -0.246 0.544 -1.34
Si -3.29512 1.79356 1.35419 -0.591 1.372 1.095 0.40
C -4.45210 1.18507 2.76220 0.787 0.140 -0.306 -1.68
C -2.03035 2.92260 2.19284 0.292 -0.529 -0.332 -1.04
N -2.62908 0.40993 0.43428 2.257 -0.520 -0.018 1.07
C -3.47625 -0.26717 -0.43738 -0.463 -0.094 -0.665 -0.37
C -4.89808 -0.21425 -0.28867 0.080 -0.033 0.018 -0.32
C -5.73974 -0.85525 -1.20773 0.469 0.098 -0.035 -0.91
C -5.18225 -1.46307 -2.34556 0.146 0.244 0.553 -0.83
C -3.79795 -1.43751 -2.53789 0.643 -0.723 -0.713 -0.81
C -2.92332 -0.95361 -1.57084 -1.254 0.439 0.397 -0.13
O -1.52285 -0.99846 -1.67136 0.139 0.185 0.836 2.44
C -0.87690 -1.94640 -2.52602 -0.623 -0.365 -1.287 -0.34
C -0.26682 -1.45972 -3.68292 0.045 1.325 0.574 0.12
C 0.35844 -2.32391 -4.56913 0.238 0.362 -0.284 -0.57
C 0.37584 -3.67311 -4.29316 -0.314 -0.972 0.285 -0.63
C -0.25879 -4.18366 -3.15398 -0.017 0.525 0.301 -0.94
C -0.98114 -3.31920 -2.30617 0.580 0.340 -0.235 -0.22
H -4.67290 3.78626 1.24936 0.242 -0.408 -0.415 0.44
H -5.11860 2.83817 -0.17416 -0.264 -0.184 -0.190 0.44
H -3.61945 3.75468 -0.17444 0.117 0.097 -0.089 0.28
H -4.11873 1.57932 3.73301 0.030 -0.132 -0.261 0.43
H -4.46208 0.09820 2.80413 -0.253 -0.066 0.140 0.39
H -5.44988 1.58174 2.60967 -0.277 -0.132 -0.117 0.57
H -2.63265 3.66997 2.72028 0.043 -0.060 -0.095 0.54
H -1.37503 3.44122 1.48345 -0.136 -0.073 0.059 0.22
H -1.40565 2.42663 2.93104 0.079 -0.026 0.122 0.25
H -5.34829 0.32634 0.59176 0.624 -0.744 -1.110 0.10
H -6.82023 -0.85337 -1.04658 0.396 -0.026 -0.064 0.43
H -5.78791 -2.00198 -3.07887 0.086 0.439 0.265 0.44
H -3.40515 -1.85591 -3.48668 -0.106 0.167 0.839 0.44
H -0.26477 -0.36307 -3.84215 0.054 -0.795 0.081 0.01
H 0.88007 -1.96129 -5.46729 -0.463 -0.004 0.517 0.40
H 0.80428 -4.37505 -5.00730 0.201 0.203 0.286 0.41
H -0.12432 -5.23378 -2.88502 -0.502 0.258 -0.277 0.43
H -1.64886 -3.67141 -1.53726 0.206 -0.260 0.387 0.55
C -0.17968 -2.93631 1.72415 -0.112 -0.288 -0.276 0.02
C -1.57440 -2.59595 1.17215 -0.912 -0.830 0.817 0.35
O -2.56050 -3.32192 1.25237 2.786 2.603 -0.582 -0.53
H -0.22153 -3.07167 2.80675 -0.178 -0.028 -0.005 0.35
H 0.57136 -2.17864 1.44772 -0.481 -0.617 0.477 -0.51
H 0.15186 -3.86399 1.25795 -0.019 -0.268 0.071 0.56
C 6.86327 -0.57941 -0.96040 -0.645 -0.114 0.065 -1.34
C 6.04019 -0.87588 0.30184 -0.862 -0.206 -0.188 0.58
C 6.31989 -0.25734 1.51486 0.040 -0.189 0.597 -0.65
C 5.61909 -0.61658 2.71705 -0.334 -0.245 -2.463 0.07
Cl 5.99800 0.04579 4.22891 0.381 0.728 0.879 -0.21
C 4.54923 -1.49055 2.63918 -0.362 -0.497 -0.461 -0.42
C 4.18706 -2.09765 1.40477 0.560 1.244 0.325 -0.52
C 4.87946 -1.74053 0.24720 0.437 0.506 0.786 0.61
O 4.47708 -2.15134 -0.98048 -1.261 -0.051 -0.629 -0.51
C 3.03978 -2.43471 -1.22048 1.323 -0.056 -0.121 -1.22
C 2.08237 -1.25451 -1.03223 1.013 2.246 -0.531 0.43
O 2.05769 -0.32624 -1.86856 -0.314 -1.633 1.157 -0.46
O 1.44750 -1.25305 0.10189 -1.519 0.478 -0.586 0.01
H 7.84853 -0.15219 -0.74617 -0.331 -0.004 0.182 0.44
H 6.32402 0.07696 -1.66038 0.081 0.007 0.351 0.23
H 7.02109 -1.48863 -1.54131 0.020 -0.133 0.197 0.33
H 7.07712 0.54989 1.49682 -0.312 -0.767 0.386 0.38
H 3.93942 -1.65918 3.53783 0.424 -0.177 -0.415 0.48
H 3.30636 -2.72655 1.32687 0.182 0.112 0.184 0.36
H 2.70530 -3.26875 -0.61913 0.059 -0.257 0.213 0.39
H 3.05138 -2.72601 -2.26491 -0.144 0.012 -0.087 0.29
```
Forces are in eV/Å.

Computed properties:
Energy relative to the best compared isomer or geometry (same formula, charge and spin) = 0.000 eV
Net charge = +1
Multiplicity = 3
Orbital gap (alpha / beta) = 0.207 / 0.208 Ha

***

[2]
Below is a cluster of 2 separate species, CH6S2 in total in a non-equilibrium geometry, with properties calculated with the ωB97M-V functional and the def2-TZVPD basis.

The geometry in XYZ format:
```
9
Properties=species:S:1:pos:R:3:forces:R:3:mulliken_charge:R:1
C -0.66349 0.76558 -0.35019 1.598 2.756 -2.553 -0.91
S -0.69510 -0.55160 -1.76009 2.002 0.279 1.072 -0.20
H -1.56236 0.79150 0.22458 -0.535 -0.523 0.190 0.37
H 0.18224 1.29822 0.23353 -0.731 -2.378 -0.757 0.34
H -0.71597 1.54716 -1.11729 -0.917 0.578 0.512 0.31
H 0.55493 -0.25367 -2.38168 -1.634 -0.198 0.975 0.13
S 0.59460 -0.71384 1.94959 1.308 -2.095 -0.173 -0.39
H 1.88457 -0.78329 1.41178 -1.289 0.099 0.499 0.18
H 0.42059 -2.10005 1.78977 0.198 1.482 0.236 0.18
```
Forces are in eV/Å.

Computed properties:
Energy relative to the best compared isomer or geometry (same formula, charge and spin) = 1.690 eV
Net charge = 0
Orbital gap = 0.351 Ha

***

[3]
Below is a cluster of 2 separate species, C20H26NO4 in total in a non-equilibrium geometry, with properties calculated with the ωB97M-V functional and the def2-TZVPD basis.

The geometry in XYZ format:
```
51
Properties=species:S:1:pos:R:3:forces:R:3:mulliken_charge:R:1
C -4.60172 4.18141 -2.95260 0.212 0.139 0.138 -0.81
O -3.41905 4.80705 -2.41088 0.841 -0.910 0.825 -0.41
C -2.61617 4.14030 -1.53335 -0.296 -0.054 -0.252 0.76
C -1.40222 4.79311 -1.18796 -0.215 0.027 0.030 -0.71
C -0.57113 4.27029 -0.22160 0.029 -0.291 0.431 -0.53
C -0.90235 3.06212 0.47752 -0.354 -0.284 -1.099 0.48
C -0.12785 2.64529 1.59982 -0.644 -0.048 0.607 -0.39
C -0.62107 1.92943 2.72226 -0.240 0.098 -0.101 0.76
C 0.26008 1.43810 3.74326 -0.118 -0.375 0.492 -0.82
C -0.22455 0.56737 4.70512 -0.554 0.437 -0.740 0.75
C -1.59552 0.17976 4.68912 0.391 -0.821 0.251 0.31
O -1.91168 -0.78878 5.58890 1.236 1.317 -0.579 -0.47
C -0.68478 -1.04904 6.38990 -0.194 -0.246 0.416 -0.37
C 0.44972 -0.18596 5.80453 0.259 -0.202 0.255 -0.57
C -2.50758 0.73846 3.78393 0.042 -0.145 0.391 -1.17
C -2.02397 1.64427 2.87515 0.214 -0.127 -0.432 -0.71
C -2.01272 2.31652 -0.04631 -0.308 0.513 0.451 -0.91
C -2.88991 2.85334 -0.98320 0.073 0.442 -0.255 -0.32
H -4.90319 4.85468 -3.75491 -0.043 -0.197 0.098 0.25
H -4.38225 3.18673 -3.35686 0.012 0.206 0.080 0.35
H -5.39563 4.12866 -2.20005 0.181 -0.030 -0.066 0.34
H -1.16262 5.73611 -1.68255 -0.110 -0.294 0.180 0.46
H 0.32830 4.81151 0.09369 -0.333 -0.149 -0.270 0.42
H 0.91672 2.94475 1.61990 -0.093 0.104 0.087 0.26
H 1.31173 1.75289 3.77279 -0.494 -0.284 -0.217 0.32
H -0.89155 -0.79231 7.43869 -0.202 0.017 -0.451 0.27
H -0.46953 -2.12786 6.36095 -0.251 0.428 -0.243 0.30
H 1.24705 -0.82494 5.41949 0.015 0.125 0.006 0.26
H 0.88152 0.47570 6.56382 -0.086 -0.120 -0.154 0.29
H -3.55073 0.44774 3.82598 0.056 0.202 0.019 0.45
H -2.73423 2.14337 2.22325 0.166 -0.065 0.140 0.85
H -2.21080 1.31238 0.33651 0.129 0.335 -0.196 0.76
H -3.79745 2.31079 -1.28904 0.677 0.195 0.152 0.39
O 2.86926 3.50278 -1.98881 -0.065 0.200 -0.377 -0.54
C 2.22031 2.24075 -2.15821 0.480 -0.010 0.429 -0.36
C 2.90677 1.26730 -1.21095 -0.035 -0.247 -0.142 -0.71
N 2.74830 1.65742 0.18468 -0.280 0.496 0.345 -0.15
C 3.83250 1.20313 1.05597 -0.025 -0.152 -0.093 -0.76
C 4.00102 2.11446 2.25856 0.141 0.257 -0.687 -0.04
O 4.25683 3.42393 1.73701 0.258 0.085 0.465 -0.55
H 2.89488 3.95414 -2.84169 0.001 -0.030 0.275 0.31
H 1.17020 2.35916 -1.87361 -0.136 -0.199 -0.238 0.06
H 2.32910 1.88404 -3.19164 -0.222 0.015 0.270 0.49
H 2.48882 0.26489 -1.35558 0.039 0.025 -0.047 0.33
H 3.97272 1.22518 -1.48059 -0.087 0.017 -0.062 0.38
H 2.69599 2.67345 0.23425 0.414 -0.144 -0.191 0.27
H 3.62253 0.18315 1.39276 0.058 -0.019 0.018 0.32
H 4.78835 1.18407 0.51205 -0.031 0.003 0.064 0.43
H 3.06666 2.15786 2.82496 0.129 -0.166 0.258 -0.15
H 4.84247 1.77508 2.87959 -0.392 -0.030 -0.051 0.54
H 4.88295 3.87274 2.32106 -0.244 -0.043 -0.231 0.30
```
Forces are in eV/Å.

Computed properties:
Net charge = +1
Orbital gap = 0.233 Ha

***

[4]
Below is an isolated molecule of C2H3OP in a non-equilibrium geometry, with properties calculated with the ωB97M-V functional and the def2-TZVPD basis.

The geometry in XYZ format:
```
7
Properties=species:S:1:pos:R:3:forces:R:3:mulliken_charge:R:1
O 0.63605 -0.68918 -1.16448 0.692 -1.117 -0.961 -0.47
C 0.19848 0.32234 -0.41998 -1.682 0.521 3.017 -0.23
C -0.47643 0.07760 0.90932 1.350 1.913 -2.174 -0.25
P 0.60487 1.10045 1.66819 -0.133 -1.206 -0.919 -0.15
H 0.04292 -1.46762 -1.18424 0.402 0.650 0.539 0.35
H 0.24099 1.28750 -0.91480 -0.216 -0.267 0.203 0.37
H -1.24689 -0.63108 1.10599 -0.413 -0.494 0.295 0.37
```
Forces are in eV/Å.

Computed properties:
Energy relative to the best compared isomer or geometry (same formula, charge and spin) = 2.314 eV
Net charge = 0
Orbital gap = 0.282 Ha

***

The evaluated DFT total energy for the records listed, in turn: -3077.84904; -837.99257; -1133.12283; -494.47849 Eh.